(1)
Computed, not measured: a 14-piece molecular cluster, C24H71NO19 overall at a distorted geometry, with wB97M-V/def2-TZVPD.

XYZ file:
```
115
Properties=species:S:1:pos:R:3:forces:R:3:mulliken_charge:R:1
C 0.628571 4.445633 -1.969231 0.1 0.2 -0.2 -1.02
C 0.143078 3.638373 -3.181231 0.1 -0.1 0.1 -0.38
C -1.022063 2.678000 -2.906664 0.4 0.1 -0.2 -0.16
N -0.851240 2.013223 -1.614832 -0.5 0.0 -0.1 0.46
C -1.954029 1.230412 -1.095583 0.7 -0.2 0.5 -0.02
C -2.500390 1.863982 0.200346 0.4 0.2 -0.6 -0.97
C -3.231217 3.166362 -0.105065 0.0 -0.1 0.2 -0.51
O -4.611946 3.050858 0.327395 0.0 0.1 -0.3 -0.32
C -5.436585 3.909990 -0.313780 -1.0 -0.4 -1.4 0.07
O -6.046666 3.639003 -1.329479 1.1 0.4 1.5 -0.50
O -3.050841 1.089717 -2.023354 -0.5 0.0 0.2 -0.52
C -3.765705 0.022595 -1.567369 -1.3 -0.4 -0.7 0.47
O -4.928846 -0.194393 -1.807297 1.7 0.3 0.3 -0.57
O -2.964931 -0.793762 -0.844976 0.0 0.1 0.3 -0.56
C -1.620368 -0.262422 -0.914784 0.1 0.2 -0.8 0.23
C -0.927842 -0.862463 -2.158048 0.1 0.1 0.4 0.31
C 0.450502 -1.478891 -1.901891 -0.6 -0.4 -0.1 -0.26
O 0.302034 -2.820431 -1.407903 0.3 0.2 0.3 -0.44
H -0.103590 4.471457 -1.164265 0.0 -0.1 0.0 0.22
H 1.566938 4.038114 -1.595401 -0.2 0.0 0.2 0.17
H 0.835961 5.478217 -2.261432 0.0 0.0 0.0 0.33
H 0.971099 3.040511 -3.574390 0.0 0.1 0.0 0.13
H -0.146197 4.317666 -3.985742 -0.1 -0.1 -0.1 0.48
H -1.028148 1.946931 -3.723657 -0.3 0.1 -0.1 -0.22
H -1.965094 3.221824 -2.919680 -0.1 -0.1 0.1 0.34
H -0.009202 1.454907 -1.635657 0.1 0.0 0.0 0.45
H -3.141123 1.166830 0.739248 -0.1 0.1 0.0 0.63
H -1.635339 2.100929 0.805662 0.1 -0.2 0.2 0.42
H -3.221915 3.374237 -1.174627 0.0 0.0 0.0 0.17
H -2.761686 3.998808 0.423435 -0.1 0.0 0.0 0.41
H -5.547263 4.888987 0.176152 0.0 0.0 0.1 0.42
H -1.048588 -0.462217 -0.009644 -0.4 -0.2 0.2 0.63
H -0.869247 -0.114762 -2.949761 0.1 0.0 0.0 -0.29
H -1.590270 -1.652628 -2.513316 0.1 0.0 -0.1 -0.32
H 1.022059 -1.502075 -2.831292 0.1 0.2 0.0 -0.04
H 1.002196 -0.932356 -1.132468 0.1 0.0 -0.1 0.41
H -0.406328 -3.223971 -1.927115 0.0 0.0 -0.1 0.37
C -0.230630 2.416647 4.109241 0.0 -0.2 -0.1 -0.65
O -0.627325 1.868954 2.848568 0.1 0.0 0.2 -0.40
H 0.353134 3.307389 3.900153 0.0 0.0 0.0 0.21
H -1.095071 2.699352 4.707402 0.0 0.1 0.0 0.25
H 0.388235 1.705245 4.665099 0.0 0.1 0.0 0.30
H -1.149274 1.082897 3.031403 0.0 0.0 0.0 0.23
C -0.782341 6.154836 5.578718 -0.1 -0.1 -0.1 -0.56
O -1.604252 5.243945 4.856556 0.1 0.1 0.1 -0.43
H 0.070235 5.589915 5.948027 0.0 0.0 0.0 0.20
H -0.415612 6.961157 4.938600 0.0 0.0 0.0 0.28
H -1.311018 6.586418 6.432425 0.0 0.0 0.0 0.27
H -2.362719 5.727743 4.521828 -0.1 0.0 0.0 0.26
C 1.497321 -5.989840 0.057950 -0.1 0.1 -0.3 -0.61
O 2.146663 -4.852413 0.601696 0.2 0.1 0.1 -0.39
H 1.499285 -6.803474 0.778478 0.1 0.1 0.2 0.27
H 0.459606 -5.756674 -0.195443 0.0 0.0 0.0 0.18
H 2.014342 -6.326864 -0.844410 -0.1 -0.1 0.0 0.30
H 2.100633 -4.162973 -0.070958 -0.2 0.1 0.1 0.22
C 3.826638 -2.586070 -4.588177 -0.1 0.1 0.1 -0.65
O 3.454177 -1.618391 -3.615201 0.1 -0.1 -0.1 -0.39
H 3.817912 -2.087699 -5.554630 0.0 0.0 0.0 0.21
H 4.831255 -2.977451 -4.406839 0.0 0.0 0.0 0.31
H 3.118392 -3.418874 -4.619324 0.0 0.0 0.0 0.27
H 3.455096 -2.047499 -2.755689 0.0 0.1 0.1 0.24
C 4.094873 -4.038579 3.762043 0.0 0.0 -0.2 -0.33
O 4.685293 -3.806854 2.482396 -0.1 0.1 -0.1 -0.55
H 4.777360 -3.650436 4.510858 0.0 0.0 0.0 0.04
H 3.137540 -3.522162 3.858460 0.0 0.0 0.1 0.24
H 3.944013 -5.105062 3.940306 0.0 0.0 0.0 0.33
H 4.076841 -4.147348 1.818048 -0.1 -0.4 0.0 0.25
C 2.243884 -1.144436 1.651113 0.0 -0.1 0.0 -0.47
O 3.541610 -1.296787 1.100892 -0.3 0.1 -0.3 -0.52
H 1.904478 -0.144138 1.400153 -0.1 0.1 0.0 0.23
H 1.537312 -1.873232 1.235262 0.0 0.0 0.0 0.19
H 2.256599 -1.247870 2.741744 0.0 0.0 0.0 0.31
H 3.842313 -2.181472 1.317349 0.4 -0.1 0.3 0.32
C -2.755838 -3.782773 -4.160062 0.0 -0.1 0.1 -0.50
O -1.874111 -3.877835 -3.038608 0.1 -0.2 0.0 -0.43
H -2.605050 -2.804523 -4.608857 0.0 0.0 0.0 0.18
H -2.533405 -4.554414 -4.899180 0.0 0.0 0.0 0.32
H -3.793190 -3.874733 -3.835677 0.0 0.0 -0.1 0.15
H -1.995205 -4.740389 -2.632466 -0.1 0.0 0.0 0.23
C 4.471248 -2.855039 7.452458 -0.2 0.0 0.0 -0.21
O 3.465407 -3.719633 6.928535 0.1 0.0 0.0 -0.48
H 5.392862 -3.066238 6.917020 0.0 0.0 0.0 0.22
H 4.209193 -1.804129 7.301484 0.0 0.0 0.0 0.29
H 4.644904 -3.034764 8.514491 0.0 0.0 0.0 -0.04
H 2.648064 -3.539614 7.397808 -0.1 0.0 0.0 0.27
C -0.087723 0.182355 -6.076792 0.1 0.0 0.0 -0.61
O 0.922147 0.365216 -5.090319 -0.2 0.0 0.0 -0.34
H -1.005213 -0.075324 -5.551836 0.0 0.0 0.0 0.16
H -0.261976 1.095267 -6.652202 0.0 0.0 0.0 0.29
H 0.163139 -0.630448 -6.763948 0.0 0.0 0.0 0.30
H 1.740625 0.594946 -5.535649 0.1 0.0 0.1 0.22
C 4.222136 3.891533 -3.625837 0.0 -0.1 0.1 -0.57
O 3.748140 3.576202 -2.323154 0.1 0.0 -0.1 -0.43
H 3.547964 4.640207 -4.035639 0.0 0.0 0.0 0.23
H 5.232646 4.307492 -3.598315 0.0 0.0 0.0 0.31
H 4.212368 3.015293 -4.280240 0.0 0.0 0.0 0.22
H 4.328265 2.911180 -1.943864 0.0 0.0 0.0 0.27
C 5.223262 -4.113332 11.051190 0.1 -0.1 -0.1 -0.60
O 6.451730 -4.261138 10.351116 -0.1 0.1 0.1 -0.50
H 4.936579 -3.067148 10.975928 0.0 0.0 0.0 0.22
H 4.434205 -4.727500 10.607469 0.0 0.0 0.0 0.26
H 5.325751 -4.369454 12.108878 0.0 0.0 0.0 0.30
H 6.721249 -5.180445 10.406354 0.0 -0.1 0.0 0.29
C -6.146663 -2.955723 -2.296074 0.0 -0.2 0.2 -0.45
O -6.614844 -4.303342 -2.237841 0.0 0.0 -0.1 -0.56
H -6.150927 -2.658800 -3.341698 0.0 0.0 0.0 0.26
H -6.793729 -2.278142 -1.736427 0.1 0.0 0.0 0.38
H -5.127642 -2.875213 -1.907799 0.0 0.1 0.0 0.05
H -6.619950 -4.574015 -1.317451 0.0 0.0 0.0 0.30
C -6.022265 6.118894 -3.872923 0.0 -0.1 0.0 -0.53
O -5.889036 4.734861 -4.142044 0.2 0.2 0.0 -0.48
H -6.347875 6.598661 -4.793520 0.0 0.0 0.0 0.25
H -6.772105 6.307105 -3.098085 0.0 0.0 0.0 0.24
H -5.072101 6.569979 -3.566778 0.0 0.0 0.0 0.24
H -5.605612 4.309825 -3.325845 -0.2 -0.2 0.0 0.29
```
Forces are in eV/Å.

Results
M = 677.82 g mol⁻¹
lowest unoccupied orbital energy = 0.353 eV
total charge = 0
frontier orbital gap = 9.45 eV
HOMO = -9.096 eV
energy relative to the best compared isomer or geometry (same formula, charge and spin) = 0.0 kcal/mol



(2)
Computed, not measured: a 9-piece molecular cluster, C24H72N6O9 overall at a distorted geometry, with wB97M-V/def2-TZVPD.

XYZ file:
```
111
Properties=species:S:1:pos:R:3:forces:R:3:mulliken_charge:R:1
C 2.246785 -2.026793 26.161965 0.8 0.2 0.4 -0.76
O 2.558812 -1.414613 24.944778 0.2 0.2 -0.3 -0.34
C 2.477280 -0.004520 25.010033 0.4 0.3 0.0 -0.78
C 2.871694 0.549080 23.626647 -1.2 -0.7 -0.3 1.88
C 2.779754 2.080792 23.548383 -0.1 -1.5 0.4 -1.41
N 1.931389 -0.025908 22.601211 0.0 0.2 0.3 -0.60
H 3.045299 -1.790911 26.894084 -0.4 -0.3 -0.1 0.28
H 2.182481 -3.091140 25.994933 0.1 -0.3 0.0 0.25
H 1.298873 -1.685957 26.559207 -0.4 0.2 0.1 0.32
H 1.428912 0.242947 25.310006 0.5 0.3 -0.4 0.36
H 3.153634 0.435884 25.779626 -0.2 -0.5 -0.2 0.27
H 3.779874 0.120648 23.238487 1.0 0.1 0.7 -1.08
H 3.339823 2.714232 24.239710 0.0 -0.5 0.3 0.36
H 1.717348 2.141635 23.691382 -0.7 1.2 0.1 0.38
H 3.042404 2.368554 22.565072 0.1 0.5 -1.1 0.14
H 1.027503 0.404229 22.720862 -0.4 0.4 0.0 0.28
H 1.756724 -1.004061 22.829342 0.3 0.1 0.0 0.19
C 8.214138 -1.399729 23.795095 -0.3 0.4 0.8 -0.83
O 7.954091 -0.496750 22.752382 -0.3 0.4 -0.3 -0.33
C 6.774327 -0.838282 22.042740 -0.5 0.1 -0.6 -0.98
C 6.301550 0.237247 21.048449 0.1 0.5 1.1 2.09
C 5.026978 -0.153043 20.353025 0.0 -0.9 -1.4 -1.43
N 7.292037 0.584213 20.042913 0.3 0.6 0.3 -0.52
H 9.181222 -1.208464 24.236085 0.2 0.6 0.1 0.27
H 8.258074 -2.436855 23.538597 -0.2 -0.8 -0.9 0.37
H 7.432767 -1.311066 24.554687 0.0 0.1 0.2 0.28
H 7.025206 -1.733392 21.468821 -0.4 -0.4 0.0 0.43
H 5.886880 -0.990700 22.687027 0.6 -0.4 0.2 0.34
H 6.032358 1.125688 21.652147 0.5 0.0 -0.2 -1.08
H 5.131913 -1.161687 19.877397 0.1 0.7 0.0 0.47
H 4.783797 0.590086 19.546897 0.0 -0.7 0.9 0.27
H 4.197038 -0.304005 21.022967 -0.4 0.4 0.3 0.08
H 7.321995 -0.172004 19.383364 0.1 -0.3 -0.5 0.28
H 8.207389 0.618941 20.480612 0.1 0.1 0.0 0.24
C 5.368064 8.385592 16.974971 -0.6 0.8 0.3 -0.88
O 4.626079 7.253708 16.644381 0.7 -0.6 -0.3 -0.28
C 5.542366 6.192195 16.460317 -0.1 -1.2 -0.2 -0.65
C 4.813729 4.959367 15.901056 -1.6 0.7 0.1 0.30
C 3.799995 4.271667 16.901452 1.5 1.4 -0.3 -0.14
N 5.780695 4.086294 15.276436 0.9 0.2 0.9 -0.77
H 6.021087 8.755963 16.204694 0.0 0.1 -1.1 0.38
H 6.069258 8.208554 17.765712 0.2 -0.3 1.1 0.34
H 4.649366 9.147156 17.252583 0.1 0.3 0.2 0.25
H 6.351042 6.408372 15.762493 -0.2 0.5 -0.6 0.44
H 6.105751 6.001669 17.368479 -0.2 -0.3 0.8 0.29
H 4.206208 5.431020 15.113923 0.0 -0.4 -0.1 0.22
H 4.385820 3.878207 17.725554 0.0 0.0 0.3 -0.26
H 3.311629 3.433594 16.435984 -0.5 -0.1 -0.3 0.42
H 3.108519 5.048224 17.281793 0.1 -0.6 -0.2 -0.27
H 6.380085 3.766782 16.038930 0.1 -0.2 -0.3 0.28
H 5.366369 3.262336 14.894315 -0.5 -0.5 -0.3 0.28
C 5.832085 2.081664 26.465293 -1.3 0.5 1.6 -0.55
O 6.222073 3.173676 25.701327 0.9 -0.6 -1.1 -0.35
C 7.009984 2.715764 24.600694 -0.2 1.8 -0.3 0.17
C 7.353325 3.957543 23.766367 -0.5 0.0 0.2 -0.04
C 6.082190 4.676912 23.294094 0.4 0.0 0.2 -0.73
N 8.122222 3.664665 22.591451 0.5 0.3 -0.6 -0.55
H 6.604712 1.781490 27.196960 -0.1 -0.1 -0.4 0.33
H 5.502276 1.225653 25.860961 0.1 0.1 0.0 0.09
H 4.956327 2.482536 27.038255 0.6 -0.8 -0.2 0.25
H 7.922158 2.213623 24.902637 0.2 -0.3 0.4 0.40
H 6.421078 2.050171 23.962125 -0.1 -0.2 0.0 -0.28
H 7.938644 4.684070 24.308817 0.1 0.1 0.8 0.61
H 5.544873 5.161497 24.112584 0.0 -0.2 0.0 0.49
H 5.403538 3.983354 22.763695 0.3 0.4 0.0 -0.16
H 6.481541 5.450459 22.634901 -0.5 0.0 -0.2 0.15
H 9.068183 3.315346 22.677442 -0.3 -0.1 0.3 0.25
H 7.572665 3.103123 21.986399 -0.2 -0.8 -0.8 -0.08
C 0.298673 6.739540 18.531020 0.0 0.2 -0.1 -0.70
O -0.111250 5.999102 19.666575 0.5 0.4 -0.1 -0.38
C -0.349141 4.657157 19.368472 -1.1 -1.4 0.1 -0.29
C -1.036943 3.999097 20.575978 0.2 -0.9 -0.6 0.24
C -0.185738 4.125682 21.817297 -0.9 0.2 1.2 -0.85
N -1.278115 2.582696 20.210774 0.4 -0.1 -0.3 -0.69
H 1.066768 6.169865 17.963173 -0.2 0.6 0.3 0.25
H 0.631155 7.736608 18.867729 0.3 -0.6 -0.1 0.12
H -0.551396 6.946209 17.872490 -0.1 -0.3 -0.1 0.40
H -1.008485 4.518736 18.491195 0.1 0.3 0.2 0.39
H 0.542791 4.031113 19.160267 0.2 0.6 0.0 -0.01
H -2.025882 4.427808 20.738095 0.0 0.3 0.0 0.36
H 0.803396 3.753446 21.682868 0.9 -0.4 -0.4 -0.21
H -0.644827 3.490596 22.587910 0.1 0.2 0.0 0.44
H -0.101458 5.134754 22.235546 -0.2 0.0 -0.3 0.41
H -0.402265 2.036356 20.112738 -0.7 0.5 0.2 0.26
H -1.958235 2.096767 20.799498 0.6 0.4 -0.2 0.26
C 2.763232 10.209562 20.603605 -0.4 -0.5 -0.6 -0.96
O 3.215046 8.898970 20.295757 -0.1 0.3 1.9 -0.15
C 3.388292 8.178284 21.532015 0.9 -1.0 -1.4 -1.31
C 3.872123 6.779675 21.107469 -1.1 0.2 1.1 0.70
C 5.257344 6.733152 20.555122 0.1 -0.5 -0.1 -0.50
N 2.948716 6.070269 20.246104 -0.3 -1.0 0.6 0.03
H 1.780521 10.183223 21.073663 -0.5 -0.1 -0.3 0.32
H 2.744002 10.728084 19.644338 -0.1 0.4 0.4 0.24
H 3.367500 10.683281 21.360246 0.8 0.4 0.0 0.35
H 4.151982 8.603336 22.192917 0.1 0.4 -0.2 0.51
H 2.490480 8.096780 22.140353 -0.6 0.1 -0.3 0.49
H 3.882840 6.180338 22.019409 0.1 0.0 0.3 0.21
H 5.322761 7.176991 19.570550 0.0 0.1 -0.2 -0.27
H 5.477838 5.664521 20.514450 0.5 0.2 -0.3 -0.22
H 5.946038 7.210644 21.238214 0.3 0.2 0.0 0.55
H 2.030499 5.934545 20.687381 0.4 0.3 -0.5 -0.20
H 2.853920 6.460155 19.330535 -0.1 0.4 -0.4 0.00
O 1.889920 1.263364 19.806780 -0.2 -0.4 0.4 -0.72
H 2.470003 1.973070 20.118452 0.2 0.1 0.0 0.19
H 1.919285 0.603819 20.533987 0.1 0.5 -0.3 0.40
O 3.985120 3.279938 20.587382 0.0 0.6 -0.7 1.12
H 3.757504 4.238874 20.389010 0.0 -0.9 0.0 -0.13
H 4.592500 3.014665 19.861024 -0.3 0.5 0.6 -0.22
O 6.563244 3.471109 19.180181 0.6 -1.1 0.8 -0.66
H 6.953182 3.918223 19.959105 -0.3 -0.1 -0.6 0.26
H 6.809874 2.511879 19.345787 -0.2 0.9 -0.3 0.31
```
Forces are in eV/Å.

Results
M = 588.87 g mol⁻¹
lowest unoccupied orbital energy = 0.551 eV
total charge = 0
frontier orbital gap = 9.19 eV
HOMO = -8.636 eV
energy relative to the best compared isomer or geometry (same formula, charge and spin) = 4.0 kcal/mol



Q: Which of these has the highest energy relative to the best compared isomer or geometry (same formula, charge and spin)?
A: C24H72N6O9